DFT (the ωB97M-V functional and the def2-TZVPD basis) results for C6H6O2 in the gas phase.

```
! wB97M-V def2-TZVPD RIJCOSX def2/J DEFGRID3
* xyz 0 1
O -2.28188 1.10057 -0.08194
C -1.53367 0.08853 -0.06237
C -0.70743 -0.58412 1.01739
O -0.62767 -1.76802 0.03473
C -0.46798 -0.82267 -1.02606
C 0.85186 -0.12088 -0.68511
C 0.84303 1.22565 -0.09303
C 0.73029 0.05978 0.88916
H -1.01854 -1.01512 1.98682
H -0.84198 -0.91445 -2.08035
H 1.80191 -0.66201 -1.15859
H 1.82304 1.86765 -0.12038
H -0.03906 1.88816 -0.14647
H 1.46809 -0.34308 1.52620
*
```

## Properties
**Energy relative to the best compared isomer or geometry (same formula, charge and spin)**: 354.1 kJ/mol
**SMILES**: O=C1[C@H]2O[C@@H]1[C@H]1C[C@H]12
**M**: 110.112 g mol⁻¹
**Gap between HOMO and LUMO**: 10.103 eV

Here are the natural (NBO) charges for atoms 1 to 8, given in e: -0.52, 0.58, -0.05, -0.52, -0.01, -0.25, -0.42, -0.25

---

DFT (the ωB97M-V functional and the def2-TZVPD basis) results for C6H6O2 in the gas phase.

```
! wB97M-V def2-TZVPD RIJCOSX def2/J DEFGRID3
* xyz 0 1
C -0.23709 0.66587 1.31513
C -0.50848 0.87334 -0.14850
C 0.44533 0.20673 -0.99112
C 1.11342 -0.32963 -1.83729
C 2.35309 -1.32837 -2.64038
O 2.73189 -1.36623 -4.02660
C 2.47339 -2.54722 -3.29578
O 3.27417 -2.21285 -2.14329
H 0.85423 0.61160 1.30731
H -0.64195 -0.40720 1.67179
H -0.52634 1.58734 1.97034
H -0.58418 1.87386 -0.41812
H -1.51686 0.38882 -0.40160
H 2.18975 -3.43667 -3.74829
*
```

## Properties
**Energy relative to the best compared isomer or geometry (same formula, charge and spin)**: 735.2 kJ/mol
**SMILES**: CCC#C[C@]12O[C@H]1O2
**M**: 110.112 g mol⁻¹
**Gap between HOMO and LUMO**: 9.872 eV

Here are the natural (NBO) charges for atoms 1 to 8, given in e: -0.60, -0.49, 0.01, -0.05, 0.50, -0.48, 0.24, -0.47

---

DFT (the ωB97M-V functional and the def2-TZVPD basis) results for C6H6O2 in the gas phase.

```
! wB97M-V def2-TZVPD RIJCOSX def2/J DEFGRID3
* xyz 0 1
O 1.02264 -0.65115 2.18085
C 0.55964 -0.38663 1.12726
C -0.01705 0.90136 0.51334
C -1.36136 0.28422 0.16134
C -1.13402 -0.96646 -0.21166
C 0.37604 -1.18878 -0.12117
O 1.06800 -0.47445 -1.12872
C 0.85774 0.91009 -0.77472
H -0.06148 1.80591 1.11170
H -2.26233 0.87532 0.03318
H -1.85003 -1.67147 -0.61859
H 0.66563 -2.22351 -0.05470
H 1.83486 1.39591 -0.61976
H 0.30172 1.38962 -1.59835
*
```

## Properties
**Energy relative to the best compared isomer or geometry (same formula, charge and spin)**: 112.2 kJ/mol
**SMILES**: O=C1[C@@H]2C=C[C@H]1OC2
**M**: 110.112 g mol⁻¹
**Gap between HOMO and LUMO**: 10.104 eV

Here are the natural (NBO) charges for atoms 1 to 8, given in e: -0.49, 0.61, -0.41, -0.16, -0.21, -0.07, -0.49, -0.07